--- P ---
Formula: C2H8O4
Source: the Open Molecules 2025 dataset
Level of theory: the ωB97M-V functional and the def2-TZVPD basis

E_HOMO   -10.64 eV
Kohn-Sham gap   11.00 eV
Total charge   0

```
14
C2H8O4, DFT the ωB97M-V functional and the def2-TZVPD basis
C -2.182 -1.000 -0.787
C -0.793 -0.499 -0.692
O -0.183 -0.501 0.358
O -0.293 0.009 -1.810
H -2.345 -1.999 -0.396
H -2.596 -0.864 -1.781
H -2.782 -0.361 -0.129
H 0.596 0.363 -1.723
O 2.354 0.719 -0.846
H 1.595 1.177 -0.498
H 3.088 1.200 -0.444
O 1.132 0.594 3.284
H 1.007 -0.178 2.702
H 1.403 1.340 2.762
```

Quick look at the Mulliken charges, all values in e: atom 1 (C): -0.96, atom 2 (C): 0.70, atom 3 (O): -0.53, atom 4 (O): -0.42, atom 5 (H): 0.29, atom 6 (H): 0.30, atom 7 (H): 0.26, atom 8 (H): 0.41, atom 9 (O): -0.64, atom 10 (H): 0.27, atom 11 (H): 0.30, atom 12 (O): -0.62, atom 13 (H): 0.34, atom 14 (H): 0.29



--- Q ---
Formula: C2H8O4
Source: the Open Molecules 2025 dataset
Level of theory: the ωB97M-V functional and the def2-TZVPD basis

E_HOMO   -9.49 eV
Kohn-Sham gap   9.85 eV
Total charge   0

```
14
C2H8O4, DFT the ωB97M-V functional and the def2-TZVPD basis
H 0.616 -0.829 0.897
O 1.467 -1.581 0.389
O -0.231 -0.060 1.239
H 1.026 -2.415 0.611
H 1.448 -1.490 -0.581
C -0.142 0.958 0.411
O 0.761 1.070 -0.408
C -1.245 1.949 0.532
H -2.128 1.288 0.611
H -1.177 2.465 1.494
H -1.489 2.621 -0.268
O -0.479 -1.588 -1.800
H -0.837 -1.311 -2.651
H -1.095 -1.132 -1.209
```

Quick look at the Mulliken charges, all values in e: atom 1 (H): 0.46, atom 2 (O): -0.53, atom 3 (O): -0.66, atom 4 (H): 0.40, atom 5 (H): 0.37, atom 6 (C): 0.68, atom 7 (O): -0.61, atom 8 (C): -0.98, atom 9 (H): 0.25, atom 10 (H): 0.28, atom 11 (H): 0.33, atom 12 (O): -0.61, atom 13 (H): 0.31, atom 14 (H): 0.31



It turns out P is the most stable, with the second structure 6.0 kcal/mol higher.



--- P ---
Formula: C4H10N3S
Source: the Open Molecules 2025 dataset
Level of theory: the ωB97M-V functional and the def2-TZVPD basis

E_HOMO (spin up / spin down)   -13.07 / -13.07 eV
Kohn-Sham gap (spin up / spin down)   9.21 / 9.21 eV
Total charge   +1

```
18
C4H10N3S, DFT the ωB97M-V functional and the def2-TZVPD basis
C 0.686 1.123 0.418
C -0.696 1.593 0.945
C -0.825 -0.775 -0.203
C 1.616 -0.984 -0.533
N -1.455 -3.012 0.302
N -1.062 -1.952 -0.036
N 0.413 -0.044 -0.540
S -1.729 1.653 -0.515
H 1.194 1.904 -0.131
H 1.260 0.652 1.264
H -1.139 0.899 1.619
H -0.748 2.590 1.448
H -1.404 2.866 -0.783
H 1.922 -0.901 0.496
H 1.329 -1.974 -0.771
H 2.377 -0.575 -1.155
H -1.852 -3.587 -0.450
H 0.113 0.525 -1.375
```

Quick look at the Mulliken charges, all values in e: atom 1 (C): -0.34, atom 2 (C): -0.71, atom 3 (C): 0.09, atom 4 (C): -0.76, atom 5 (N): -1.00, atom 6 (N): 0.70, atom 7 (N): -0.18, atom 8 (S): -0.16, atom 9 (H): 0.31, atom 10 (H): 0.35, atom 11 (H): 0.38, atom 12 (H): 0.41, atom 13 (H): 0.15, atom 14 (H): 0.30, atom 15 (H): 0.40, atom 16 (H): 0.34, atom 17 (H): 0.31, atom 18 (H): 0.41



--- Q ---
Formula: C4H10N3S
Source: the Open Molecules 2025 dataset
Level of theory: the ωB97M-V functional and the def2-TZVPD basis

E_HOMO   -13.13 eV
Kohn-Sham gap   10.01 eV
Total charge   +1

```
18
C4H10N3S, DFT the ωB97M-V functional and the def2-TZVPD basis
C -0.122 -0.365 1.441
C 0.053 0.756 -2.115
C 0.818 -0.417 -1.598
C -0.474 -0.110 -0.987
N 0.182 -1.670 1.303
N -0.398 0.382 0.433
N -0.407 1.732 0.546
S 0.012 0.350 3.090
H 0.491 1.801 -1.864
H -0.335 0.632 -3.110
H 0.711 -1.324 -2.277
H 1.673 -0.233 -0.919
H -1.466 -0.627 -1.188
H 0.098 -2.164 0.482
H -0.008 -2.332 2.158
H -0.111 2.254 1.319
H 0.192 -0.881 3.466
H -0.908 2.215 -0.180
```

Quick look at the Mulliken charges, all values in e: atom 1 (C): 0.78, atom 2 (C): -0.70, atom 3 (C): -0.29, atom 4 (C): -0.44, atom 5 (N): -0.44, atom 6 (N): 0.54, atom 7 (N): -0.77, atom 8 (S): -0.13, atom 9 (H): 0.30, atom 10 (H): 0.29, atom 11 (H): 0.28, atom 12 (H): 0.28, atom 13 (H): 0.29, atom 14 (H): 0.22, atom 15 (H): 0.26, atom 16 (H): 0.14, atom 17 (H): 0.14, atom 18 (H): 0.26



It turns out Q is the most stable, with the second structure 52.9 kcal/mol higher.



--- P ---
Formula: C4H10N3S
Source: the Open Molecules 2025 dataset
Level of theory: the ωB97M-V functional and the def2-TZVPD basis

E_HOMO   -13.33 eV
Kohn-Sham gap   8.79 eV
Total charge   +1

```
18
C4H10N3S, DFT the ωB97M-V functional and the def2-TZVPD basis
C 1.571 0.360 0.034
C -2.114 -0.759 -0.184
C -1.864 0.509 0.538
C -0.935 0.112 -0.622
N 1.495 1.662 -0.193
N 0.316 -0.542 -0.439
N 0.414 -1.841 0.033
S 2.954 -0.445 0.605
H -2.057 -1.694 0.290
H -3.036 -0.596 -0.890
H -2.467 1.407 0.367
H -1.550 0.475 1.507
H -0.870 0.773 -1.443
H 0.747 2.096 -0.732
H 1.977 2.427 0.233
H 0.450 -1.953 1.081
H 3.946 0.521 0.186
H 1.025 -2.513 -0.371
```

Quick look at the Mulliken charges, all values in e: atom 1 (C): 0.57, atom 2 (C): -0.55, atom 3 (C): -0.48, atom 4 (C): -0.46, atom 5 (N): -0.30, atom 6 (N): 0.29, atom 7 (N): -0.73, atom 8 (S): -0.13, atom 9 (H): 0.32, atom 10 (H): 0.22, atom 11 (H): 0.23, atom 12 (H): 0.28, atom 13 (H): 0.54, atom 14 (H): 0.22, atom 15 (H): 0.25, atom 16 (H): 0.28, atom 17 (H): 0.22, atom 18 (H): 0.24



--- Q ---
Formula: C4H10N3S
Source: the Open Molecules 2025 dataset
Level of theory: the ωB97M-V functional and the def2-TZVPD basis

E_HOMO (spin up / spin down)   -12.19 / -12.19 eV
Kohn-Sham gap (spin up / spin down)   7.92 / 7.92 eV
Total charge   +1

```
18
C4H10N3S, DFT the ωB97M-V functional and the def2-TZVPD basis
C -2.070 -0.666 -0.223
N -0.704 -0.656 0.409
C 0.320 -1.587 0.098
C 1.645 -1.410 -0.009
S 2.733 -0.091 0.132
C -0.293 0.514 0.970
N -0.200 1.782 0.548
N -0.043 2.135 -0.772
H -2.082 -1.344 -1.112
H -2.599 -1.207 0.532
H -2.563 0.283 -0.513
H -0.010 -2.597 -0.064
H 2.288 -2.264 -0.200
H 3.699 -0.309 -0.897
H 0.086 0.319 2.041
H -0.026 2.525 1.203
H -0.156 3.114 -0.718
H -0.026 1.460 -1.425
```

Quick look at the Mulliken charges, all values in e: atom 1 (C): -0.93, atom 2 (N): 0.11, atom 3 (C): -0.06, atom 4 (C): -0.39, atom 5 (S): -0.20, atom 6 (C): -0.51, atom 7 (N): 0.19, atom 8 (N): -0.40, atom 9 (H): 0.32, atom 10 (H): 0.38, atom 11 (H): 0.36, atom 12 (H): 0.38, atom 13 (H): 0.32, atom 14 (H): 0.20, atom 15 (H): 0.47, atom 16 (H): 0.29, atom 17 (H): 0.24, atom 18 (H): 0.22



It turns out P is the most stable, with the second structure 5.1 kcal/mol higher.